(1)
# C48H128N8O20P

A cluster of 13 separate species, C48H128N8O20P in total at a distorted geometry (ωB97M-V with the def2-TZVPD basis set, the Open Molecules 2025 dataset).

The geometry in XYZ format:
```
205
C48H128N8O20P, DFT ωB97M-V with the def2-TZVPD basis set
P -1.11 0.76 -1.72
O -0.51 0.25 -2.99
O -2.61 1.03 -1.86
O -0.40 1.74 -0.78
O -0.60 -0.04 -0.48
C -6.25 12.00 6.55
O -5.09 11.99 5.75
C -4.82 13.15 4.97
C -3.47 12.95 4.34
N -3.60 13.18 2.90
H -4.20 12.47 2.45
H -4.22 13.96 2.71
C -2.37 13.35 2.08
C -2.16 11.99 1.31
O -3.42 11.39 0.99
C -3.99 11.22 -0.35
H -6.04 11.44 7.53
H -7.05 11.45 6.08
H -6.60 12.98 6.94
H -4.85 13.99 5.66
H -5.60 13.25 4.16
H -3.25 11.89 4.41
H -2.62 13.43 4.79
H -1.54 13.59 2.76
H -2.62 14.15 1.32
H -1.64 11.27 1.96
H -1.51 12.20 0.45
H -3.41 10.56 -0.99
H -4.14 12.22 -0.70
H -5.00 10.73 -0.27
C -7.10 1.71 -2.49
O -5.95 2.10 -1.80
C -5.32 3.31 -2.28
C -4.79 4.10 -1.08
N -3.99 3.13 -0.26
H -4.60 2.49 0.30
H -3.60 2.41 -0.93
C -3.01 3.80 0.72
C -2.60 2.81 1.78
O -1.63 3.43 2.66
C -1.76 2.86 3.96
H -7.65 0.88 -1.95
H -6.89 1.34 -3.48
H -7.82 2.50 -2.57
H -6.05 3.90 -2.90
H -4.48 3.11 -2.88
H -5.70 4.50 -0.56
H -4.13 4.85 -1.43
H -3.58 4.63 1.14
H -2.01 4.22 0.30
H -2.20 1.91 1.33
H -3.57 2.61 2.37
H -1.08 3.36 4.62
H -1.64 1.78 4.05
H -2.79 3.02 4.33
C 5.84 -10.55 7.76
O 7.14 -10.17 7.79
C 7.94 -10.13 8.99
C 9.13 -9.09 9.09
N 9.29 -7.67 8.53
H 10.27 -7.39 8.49
H 9.08 -7.73 7.59
C 8.38 -6.44 9.05
C 9.04 -5.04 9.03
O 7.92 -4.06 9.15
C 8.06 -2.98 8.39
H 5.21 -10.71 6.91
H 5.30 -10.55 8.79
H 11.66 -7.11 -4.54
H 8.30 -11.18 9.31
H 7.29 -9.71 9.90
H 10.05 -9.45 8.67
H 9.25 -8.99 10.17
H 7.94 -6.78 10.00
H 7.65 -6.50 8.28
H 9.92 -4.89 8.22
H 9.73 -5.03 9.96
H 7.27 -2.27 8.42
H 9.04 -2.63 8.01
H -3.35 3.22 8.56
C -1.78 -14.97 -8.62
O -0.51 -14.71 -8.66
C 0.06 -14.13 -7.35
C 1.55 -14.69 -7.47
N 2.59 -13.70 -7.28
H 2.45 -12.87 -7.99
H 2.70 -13.32 -6.36
C 3.97 -14.52 -7.57
C 5.33 -13.76 -7.85
O 6.34 -14.76 -7.12
C 7.52 -14.73 -7.49
H -2.38 -14.60 -7.81
H -4.14 6.18 10.30
H -2.22 -15.31 -9.53
H -0.34 -14.71 -6.45
H -0.09 -13.05 -7.27
H 1.59 -15.06 -8.48
H 1.87 -15.53 -6.85
H 3.87 -14.90 -8.58
H 4.21 -15.03 -6.70
H 5.70 -12.75 -7.63
H 5.54 -14.05 -8.94
H 10.90 -0.35 7.92
H 8.05 -15.33 -6.68
H 8.05 -14.20 -8.19
C -6.80 1.74 2.03
O -5.75 1.24 1.13
C -6.20 0.14 0.41
C -5.05 -0.52 -0.34
N -3.91 -0.80 0.51
H -2.99 -0.43 0.04
H -3.98 -0.49 1.48
C -3.77 -2.29 0.89
C -3.04 -2.33 2.30
O -3.59 -1.32 3.09
C -3.28 -1.27 4.48
H -7.29 0.89 2.44
H -7.48 2.31 1.45
H -6.39 2.38 2.86
H -6.88 0.38 -0.41
H -6.72 -0.54 1.14
H -4.76 0.23 -1.11
H -5.34 -1.45 -0.92
H -3.16 -2.73 0.11
H -4.81 -2.66 0.93
H -1.92 -2.17 2.13
H -2.92 -3.32 2.74
H -3.91 -1.94 4.96
H -3.50 -0.26 4.79
H -2.27 -1.61 4.65
C -2.02 3.48 -4.23
O -1.82 2.16 -4.77
C -2.54 1.95 -5.94
C -2.34 0.47 -6.28
N -2.68 -0.36 -5.11
H -2.17 0.15 -4.29
H -3.74 -0.31 -5.00
C -2.18 -1.76 -5.11
C -3.41 -2.59 -5.55
O -4.49 -2.09 -4.83
C -5.77 -2.39 -5.30
H -1.30 3.67 -3.43
H -3.00 3.56 -3.72
H -2.10 4.23 -5.01
H -2.17 2.50 -6.83
H -3.54 2.30 -5.80
H -1.30 0.26 -6.39
H -2.88 0.17 -7.23
H -1.84 -2.01 -4.11
H -1.36 -1.81 -5.82
H -3.19 -3.64 -5.34
H -3.58 -2.48 -6.63
H -6.15 -3.27 -4.83
H -5.78 -2.62 -6.43
H -6.39 -1.57 -5.10
C -0.04 6.18 -1.67
O -0.11 5.23 -0.54
C 0.95 5.46 0.41
C 2.17 4.65 0.26
N 1.92 3.24 0.76
H 1.02 2.90 0.27
H 2.66 2.61 0.36
C 1.82 2.91 2.25
C 1.18 1.56 2.54
O 2.02 0.60 1.89
C 1.82 -0.74 2.32
H -1.01 6.68 -1.70
H 0.23 5.72 -2.59
H 0.67 6.94 -1.49
H 0.50 5.39 1.40
H 1.23 6.53 0.27
H 3.04 5.05 0.81
H 2.38 4.61 -0.80
H 1.19 3.69 2.76
H 2.82 2.99 2.60
H 0.16 1.64 2.15
H 1.14 1.32 3.56
H 0.79 -0.98 2.60
H 2.41 -0.94 3.26
H 2.16 -1.51 1.55
C 5.25 2.28 0.78
O 4.17 1.91 -0.15
C 4.31 0.59 -0.70
C 3.02 0.07 -1.36
N 2.61 0.86 -2.53
H 1.78 0.48 -3.16
H 2.36 1.85 -2.34
C 3.68 0.91 -3.58
C 4.51 2.22 -3.44
O 3.50 3.25 -3.43
C 3.93 4.57 -3.77
H 5.01 3.32 1.16
H 6.22 2.30 0.25
H 5.16 1.62 1.59
H 4.63 0.06 0.16
H 5.10 0.58 -1.41
H 2.21 -0.09 -0.70
H 3.29 -0.86 -1.81
H 3.25 0.90 -4.53
H 4.33 0.08 -3.41
H 5.16 2.41 -4.28
H 5.19 2.27 -2.60
H 4.07 4.72 -4.85
H 4.87 4.84 -3.27
H 3.18 5.29 -3.36
```

Output
HOMO-LUMO gap   0.91 eV
Multiplicity   1
Net charge   +5
Highest occupied orbital energy   -0.367 Eh

(2)
# C42H54AsBBrI2N7OS4Ti

A structure of composition C42H54AsBBrI2N7OS4Ti at a distorted geometry (ωB97M-V with the def2-TZVPD basis set, the Open Molecules 2025 dataset).

The geometry in XYZ format:
```
114
C42H54AsBBrI2N7OS4Ti, DFT ωB97M-V with the def2-TZVPD basis set
Ti -0.87 0.67 -1.05
C -3.23 1.23 4.02
C -3.14 0.00 3.11
C -4.14 0.11 1.98
C -1.68 -0.28 2.79
C -0.86 -0.68 3.85
C 0.39 -0.86 3.33
C 1.49 -1.45 4.18
C 1.73 -2.93 3.84
C 2.80 -0.66 4.33
N 0.32 -0.55 2.00
N -0.98 -0.24 1.66
B 1.50 -0.71 1.00
N 1.30 -1.88 -0.01
N 0.23 -1.85 -0.86
C 0.27 -2.98 -1.56
C 1.36 -3.75 -1.15
C 2.04 -3.01 -0.20
C 3.40 -3.48 0.31
C 4.21 -3.97 -0.91
C 4.32 -2.52 1.06
C -0.57 -3.49 -2.72
C -1.93 -2.85 -3.04
C 0.30 -3.53 -3.99
N 1.91 0.55 0.16
N 1.27 0.86 -1.02
C 2.10 1.61 -1.75
C 3.29 1.80 -1.04
C 3.13 1.14 0.15
C 4.08 1.19 1.31
C 5.54 1.22 0.85
C 3.75 2.42 2.17
C 1.82 2.23 -3.09
C 2.75 1.64 -4.15
C 1.95 3.76 -3.01
H -4.25 1.34 4.40
H -2.56 1.16 4.87
H -2.97 2.13 3.47
H -3.44 -0.86 3.72
H -3.86 0.87 1.26
H -4.25 -0.83 1.46
H -5.12 0.38 2.39
H -1.15 -0.84 4.88
H 1.04 -1.43 5.18
H 1.82 -3.07 2.76
H 2.63 -3.31 4.32
H 0.88 -3.53 4.17
H 3.53 -0.94 3.58
H 2.62 0.42 4.25
H 3.24 -0.86 5.31
H 2.43 -0.97 1.69
H 1.63 -4.72 -1.53
H 3.22 -4.35 0.95
H 4.33 -3.15 -1.63
H 5.20 -4.31 -0.60
H 3.71 -4.79 -1.43
H 4.51 -1.63 0.47
H 3.93 -2.22 2.03
H 5.27 -3.03 1.23
H -0.76 -4.53 -2.45
H -1.97 -2.51 -4.08
H -2.74 -3.56 -2.88
H -2.12 -1.97 -2.44
H 0.53 -2.51 -4.31
H 1.24 -4.06 -3.83
H -0.24 -4.02 -4.80
H 4.14 2.38 -1.37
H 3.93 0.31 1.92
H 5.77 2.18 0.37
H 6.21 1.10 1.70
H 5.75 0.43 0.13
H 3.92 3.33 1.59
H 2.71 2.41 2.48
H 4.39 2.45 3.06
H 0.81 2.01 -3.39
H 3.80 1.87 -3.93
H 2.62 0.56 -4.20
H 2.49 2.06 -5.12
H 2.96 4.07 -2.73
H 1.70 4.18 -3.99
H 1.24 4.16 -2.29
S -3.69 0.74 -4.51
As -1.73 1.44 -4.12
S -0.43 -0.16 -3.33
S -1.50 2.64 -2.27
S -0.82 2.43 -5.77
I -2.98 -3.31 0.27
C -4.14 -1.91 -0.77
C -5.46 -2.29 -1.09
C -6.34 -1.37 -1.56
I -8.27 -2.04 -2.06
C -5.99 0.00 -1.65
C -6.86 1.04 -2.02
C -6.42 2.34 -1.97
C -5.12 2.59 -1.50
N -4.29 1.65 -1.18
C -4.67 0.36 -1.31
C -3.68 -0.63 -1.00
O -2.42 -0.27 -0.87
H -5.75 -3.32 -0.95
H -7.87 0.81 -2.34
H -7.07 3.15 -2.27
H -4.76 3.61 -1.39
Br -0.85 6.19 3.12
C -0.79 4.66 1.97
C 0.38 4.34 1.32
C 0.40 3.22 0.49
C -0.70 2.38 0.31
C -1.87 2.78 0.98
C -1.93 3.90 1.79
H 1.27 4.95 1.45
H 1.33 3.02 -0.02
H -2.78 2.22 0.82
H -2.86 4.19 2.27
```

Output
Energy relative to the best compared isomer or geometry (same formula, charge and spin)   0.289 eV
HOMO-LUMO gap   5.19 eV
Multiplicity   1
Net charge   -2
Highest occupied orbital energy   -0.068 Eh

(3)
# C8H12N2O4S

The molecule C8H12N2O4S at a distorted geometry (ωB97M-V with the def2-TZVPD basis set, the Open Molecules 2025 dataset).

The geometry in XYZ format:
```
27
C8H12N2O4S, DFT ωB97M-V with the def2-TZVPD basis set
C -2.96 0.80 -0.59
C -1.51 -0.96 1.17
C -2.62 2.27 -0.23
C -1.12 1.80 -0.27
C -0.82 -0.62 -0.10
C 0.68 -0.03 0.51
C 1.35 -0.77 1.61
C 1.70 0.29 -0.58
N -1.58 0.49 -0.70
N -0.65 -1.77 -0.89
O -1.46 -2.20 1.65
O -3.90 0.04 -0.63
O -2.02 -0.08 1.80
O 0.90 2.60 0.95
S -0.08 1.55 1.30
H -2.85 3.10 -0.94
H -2.95 2.63 0.72
H -0.45 2.34 -0.97
H 0.64 -1.22 2.38
H 2.07 -0.09 2.11
H 1.88 -1.75 1.45
H 2.35 1.12 -0.30
H 1.33 0.58 -1.50
H 2.29 -0.52 -0.89
H -0.96 -2.88 1.05
H -0.10 -1.65 -1.74
H -1.50 -2.24 -0.94
```

Output
Energy relative to the best compared isomer or geometry (same formula, charge and spin)   1.261 eV
HOMO-LUMO gap   9.35 eV
Multiplicity   1
Highest occupied orbital energy   -0.329 Eh

(4)
# C4H17NO3

A cluster of 4 separate species, C4H17NO3 in total at a distorted geometry (ωB97M-V with the def2-TZVPD basis set, the Open Molecules 2025 dataset).

The geometry in XYZ format:
```
25
C4H17NO3, DFT ωB97M-V with the def2-TZVPD basis set
C 0.15 1.71 0.47
N -0.32 0.24 0.64
C -1.05 -0.31 -0.57
C -0.07 -0.64 -1.80
C -2.29 0.52 -1.09
H 1.08 1.87 -0.15
H 0.25 2.07 1.52
H -0.85 2.15 0.05
H 0.54 -0.34 0.74
H -1.27 -1.36 -0.42
H 1.02 -0.60 -1.62
H -0.29 0.17 -2.51
H -0.24 -1.63 -2.07
H -2.34 0.58 -2.18
H -2.12 1.63 -0.86
H -3.22 0.11 -0.51
O 2.74 0.08 0.54
H 3.20 0.48 1.46
H 2.43 0.77 -0.02
O 0.99 0.86 3.12
H 0.09 0.78 3.42
H 1.06 0.11 2.59
O 0.32 -3.10 0.12
H 0.80 -3.33 -0.69
H -0.62 -2.82 -0.17
```

Output
Energy relative to the best compared isomer or geometry (same formula, charge and spin)   3.105 eV
HOMO-LUMO gap   9.42 eV
Multiplicity   1
Highest occupied orbital energy   -0.322 Eh

(5)
# C33H28FNO18P2S

A cluster of 6 separate species, C33H28FNO18P2S in total (ωB97M-V with the def2-TZVPD basis set, the Open Molecules 2025 dataset).

The geometry in XYZ format:
```
84
C33H28FNO18P2S, DFT ωB97M-V with the def2-TZVPD basis set
N 10.66 -1.75 4.70
P 9.54 -0.51 4.37
O 10.07 0.05 2.96
O 8.26 -1.44 3.67
P 7.53 -2.67 4.29
O 8.00 -3.09 5.62
O 7.52 -3.82 3.19
C 8.73 -4.37 2.72
C 9.22 -5.57 3.52
O 10.29 -6.03 3.44
F 8.27 -6.09 4.32
O 6.00 -2.23 4.22
C 5.06 -3.11 4.81
S 3.51 -3.00 3.89
O 3.76 -2.31 2.65
O 2.49 -2.55 4.81
H 10.99 -1.60 5.65
H 10.30 -2.70 4.71
H 10.30 -0.64 2.32
H 9.54 -3.63 2.69
H 8.56 -4.70 1.69
H 5.39 -4.16 4.79
H 4.83 -2.82 5.84
H 3.24 -4.29 3.59
O 1.63 -4.73 1.57
C 1.10 -3.96 0.79
C 1.92 -3.15 -0.15
C 1.35 -2.29 -1.00
C -0.12 -2.12 -1.03
O -0.65 -1.34 -1.80
C -0.94 -2.92 -0.08
C -0.37 -3.78 0.76
H 2.99 -3.30 -0.10
H 1.92 -1.69 -1.69
H -2.01 -2.78 -0.13
H -0.95 -4.37 1.46
O 7.68 -2.08 0.89
C 6.95 -1.35 0.26
C 7.48 -0.43 -0.78
C 6.67 0.37 -1.46
C 5.20 0.39 -1.21
O 4.47 1.12 -1.83
C 4.68 -0.52 -0.15
C 5.49 -1.33 0.53
H 8.55 -0.47 -0.95
H 7.02 1.04 -2.23
H 3.62 -0.48 0.03
H 5.13 -1.99 1.31
O -4.40 -2.70 1.18
C -4.93 -1.91 0.42
C -4.13 -1.10 -0.52
C -4.70 -0.24 -1.36
C -6.17 -0.07 -1.39
O -6.71 0.70 -2.15
C -6.98 -0.89 -0.44
C -6.41 -1.74 0.40
H -3.06 -1.24 -0.48
H -4.13 0.37 -2.05
H -8.05 -0.74 -0.48
H -6.97 -2.35 1.09
O -3.80 2.57 -2.55
C -4.33 3.36 -3.32
C -3.51 4.16 -4.26
C -4.08 5.03 -5.09
C -5.55 5.21 -5.13
O -6.06 6.00 -5.89
C -6.37 4.40 -4.19
C -5.80 3.54 -3.35
H -2.44 4.01 -4.21
H -3.51 5.63 -5.79
H -7.44 4.55 -4.23
H -6.37 2.94 -2.66
O -13.70 7.31 -2.65
C -12.58 6.85 -2.62
C -12.28 5.51 -3.18
C -11.05 5.01 -3.15
C -9.92 5.76 -2.55
O -8.80 5.30 -2.52
C -10.22 7.11 -1.99
C -11.45 7.61 -2.03
H -13.12 4.98 -3.62
H -10.81 4.03 -3.55
H -9.38 7.64 -1.56
H -11.69 8.59 -1.63
```

Output
HOMO-LUMO gap   8.32 eV
Multiplicity   1
Highest occupied orbital energy   -0.365 Eh

no.,molecular weight (g mol⁻¹)
1,1168.56
2,1268.52
3,232.26
4,127.18
5,839.59